Record 1
# C17H27N5O3

The molecule C17H27N5O3 (the ωB97M-V functional and the def2-TZVPD basis, OMol25).

Calculated values
Relative energy (zero: lowest compared OMol25 entry of this formula, charge and spin) ... 407.1 kJ/mol
Gap between HOMO and LUMO ... 0.3559 Ha

```
! RIJCOSX wB97M-V def2-TZVPD def2/J DEFGRID3
* xyz 0 1
C 2.026 6.257 -0.066
C 0.824 5.531 -0.685
C 0.901 4.004 -0.508
C -0.307 3.274 -1.131
N -0.205 1.837 -0.938
C -0.684 1.073 0.092
C -0.266 -0.230 -0.181
C -0.527 -1.520 0.628
C -2.057 -1.595 0.921
C 0.126 -1.416 2.045
O 1.543 -1.445 2.026
C 2.014 -2.685 1.535
C 1.582 -2.872 0.072
N 0.098 -2.738 -0.029
C -0.553 -3.476 -0.989
O -1.760 -3.347 -1.207
C 0.182 -4.613 -1.770
O 1.338 -4.129 -2.441
N 1.460 -4.761 -3.697
C 0.432 -5.446 -3.963
C 0.248 -6.319 -5.182
C -0.624 -5.262 -2.909
C -1.394 -6.532 -2.486
N 0.443 -0.200 -1.305
N 0.500 1.094 -1.786
H 1.946 7.336 -0.207
H 2.098 6.069 1.006
H 2.963 5.936 -0.524
H -0.095 5.911 -0.235
H 0.767 5.777 -1.747
H 1.823 3.632 -0.962
H 0.970 3.763 0.555
H -1.248 3.615 -0.699
H -0.370 3.474 -2.202
H -1.258 1.505 0.897
H -2.386 -0.824 1.617
H -2.649 -1.446 0.017
H -2.338 -2.562 1.340
H -0.169 -0.486 2.533
H -0.239 -2.212 2.700
H 3.103 -2.696 1.603
H 1.662 -3.510 2.157
H 2.019 -2.076 -0.532
H 1.965 -3.854 -0.203
H 0.480 -5.350 -1.024
H -0.733 -6.160 -5.628
H 1.000 -6.098 -5.940
H 0.337 -7.372 -4.916
H -1.341 -4.548 -3.322
H -1.960 -6.954 -3.318
H -0.725 -7.307 -2.110
H -2.110 -6.302 -1.696
*
```

Here are the Löwdin charges for atoms 1 to 8, given in e: -0.115, -0.269, -0.193, -0.139, -0.161, 0.004, -0.227, -0.309

***

Record 2
# C17H27NO3S

The molecule C17H27NO3S (the ωB97M-V functional and the def2-TZVPD basis, OMol25).

Calculated values
Relative energy (zero: lowest compared OMol25 entry of this formula, charge and spin) ... 4.4 kJ/mol
Gap between HOMO and LUMO ... 0.3413 Ha

```
! RIJCOSX wB97M-V def2-TZVPD def2/J DEFGRID3
* xyz 0 1
C 4.211 1.637 1.456
O 3.085 0.953 1.993
C 1.898 1.288 1.494
O 1.724 2.159 0.684
C 0.762 0.457 2.094
C 0.131 1.183 3.282
C 1.032 1.201 4.510
S 1.258 -0.474 5.219
C 3.005 -0.781 4.830
N -0.223 0.233 1.056
C 0.172 -0.439 -0.059
O 1.245 -1.009 -0.095
C -0.804 -0.491 -1.230
C -1.169 -1.966 -1.456
C -2.043 -2.098 -2.701
C -3.323 -1.288 -2.511
C -2.962 0.181 -2.294
C -2.208 0.707 -3.514
C -0.928 -0.106 -3.704
C -1.283 -1.577 -3.919
C -0.051 0.031 -2.462
C -2.086 0.321 -1.045
H 5.064 1.347 2.064
H 4.053 2.717 1.497
H 4.362 1.340 0.417
H 1.157 -0.517 2.402
H -0.101 2.212 2.991
H -0.802 0.676 3.537
H 0.577 1.809 5.292
H 2.021 1.591 4.280
H 3.214 -1.798 5.145
H 3.171 -0.675 3.763
H 3.626 -0.086 5.390
H -0.968 0.907 0.987
H -1.702 -2.348 -0.582
H -0.252 -2.545 -1.570
H -2.297 -3.154 -2.852
H -3.962 -1.386 -3.391
H -3.880 -1.666 -1.650
H -3.879 0.765 -2.153
H -1.961 1.762 -3.374
H -2.838 0.625 -4.403
H -0.381 0.270 -4.575
H -0.371 -2.160 -4.065
H -1.897 -1.684 -4.816
H 0.222 1.078 -2.305
H 0.872 -0.540 -2.581
H -2.643 -0.040 -0.176
H -1.848 1.379 -0.901
*
```

Here are the Löwdin charges for atoms 1 to 8, given in e: -0.030, -0.049, -0.475, 0.130, -0.237, -0.204, -0.470, 0.807

***

Record 3
# C17H28BN3O4

A 3-piece molecular cluster, C17H28BN3O4 overall (the ωB97M-V functional and the def2-TZVPD basis, OMol25).

Calculated values
Gap between HOMO and LUMO ... 0.2911 Ha

```
! RIJCOSX wB97M-V def2-TZVPD def2/J DEFGRID3
* xyz 0 1
C 3.363 -1.120 2.269
O 3.379 0.309 1.903
C 2.490 0.566 0.757
C 0.939 0.894 1.272
C -0.156 0.232 0.244
B -1.522 -0.343 0.960
C -1.560 -1.871 1.649
C -0.900 -2.876 0.524
C -1.033 -4.474 0.874
N -0.357 -5.447 -0.111
O -1.656 -4.937 1.983
C -2.854 0.647 0.923
C -2.678 2.038 1.774
O -2.324 3.194 1.159
O -2.933 2.154 3.247
H 4.392 -1.610 2.006
H 2.476 -1.732 1.786
H 3.184 -1.163 3.443
H 2.930 1.511 0.180
H 2.551 -0.371 0.054
H 0.819 2.075 1.174
H 0.770 0.647 2.404
H 0.420 -0.592 -0.388
H -0.504 1.052 -0.535
H -2.673 -2.193 1.929
H -0.915 -1.942 2.623
H -1.375 -2.585 -0.524
H 0.263 -2.609 0.493
H -0.697 -5.108 -1.059
H 0.663 -5.148 -0.094
H -2.988 0.970 -0.218
H -3.858 0.077 1.201
H -2.345 1.433 3.635
C -5.339 -1.384 -2.862
C -6.613 -0.786 -2.706
C -6.411 0.495 -2.244
N -5.060 0.690 -2.112
C -4.399 -0.449 -2.491
H -5.131 -2.388 -3.209
H -7.574 -1.241 -2.909
H -7.110 1.283 -1.998
H -4.621 1.541 -1.786
H -3.319 -0.497 -2.464
C 5.955 2.746 -2.413
C 5.619 1.982 -1.269
C 5.848 2.774 -0.166
N 6.314 3.986 -0.603
C 6.377 3.980 -1.973
H 5.894 2.429 -3.446
H 5.249 0.965 -1.252
H 5.720 2.578 0.891
H 6.570 4.764 -0.009
H 6.718 4.852 -2.515
*
```

Here are the Löwdin charges for atoms 1 to 8, given in e: -0.120, -0.270, -0.206, -0.143, -0.152, -0.257, -0.131, -0.149